# 1
C4H10N2O | ωB97M-V/def2-TZVPD

Properties
Total charge ... +1
2S+1 ... 2
Energy relative to the best compared isomer or geometry (same formula, charge and spin) ... 52.7 kcal per mole
HOMO level (alpha / beta) ... -13.39 / -13.36 eV
Kohn-Sham gap (alpha / beta) ... 9.73 / 4.89 eV
E ... -9327.643 eV

```
17
Properties=species:S:1:pos:R:3:forces:R:3
N 1.332 0.146 -1.095 -1.2 1.6 -0.2
C 0.303 0.307 -0.088 1.3 -1.6 2.2
C -0.864 -0.679 -0.237 -1.7 1.0 -0.5
C -0.642 -2.037 0.426 1.4 1.8 -0.4
O -1.374 -2.578 1.182 -0.4 -0.4 0.1
C -0.184 1.780 0.109 0.6 -0.6 0.0
N 1.009 2.607 -0.058 -0.8 -1.1 -1.2
H 0.940 -0.177 -1.961 0.7 -0.3 -0.3
H 2.227 -0.163 -0.781 0.1 -0.6 -0.3
H 0.848 0.033 0.835 -0.4 0.1 0.1
H -1.795 -0.227 0.134 0.1 -0.2 0.3
H -1.091 -0.816 -1.311 0.3 -0.1 0.2
H 0.408 -2.293 0.192 0.0 -1.2 0.3
H -0.437 2.052 1.146 -0.5 -0.7 0.0
H -1.046 1.788 -0.554 0.3 1.7 -0.3
H 1.805 2.199 0.428 0.2 0.4 0.1
H 1.231 3.205 -0.856 -0.2 0.2 0.1
```
Positions in Å, forces in eV/Å.

=====

# 2
C27H24AsBrF4N5OS4Tc | ωB97M-V/def2-TZVPD

Properties
Total charge ... +2
HOMO level (alpha / beta) ... -12.50 / -12.50 eV
Kohn-Sham gap (alpha / beta) ... 4.19 / 4.19 eV
E ... -225160.848 eV

```
68
Properties=species:S:1:pos:R:3:forces:R:3
Tc 0.712 0.336 1.188 0.5 0.6 1.7
C 3.307 2.913 0.935 0.1 -0.2 0.1
C 3.248 1.874 2.049 0.0 0.4 0.0
N 2.859 0.496 1.609 -0.4 -0.1 -0.1
C 3.854 0.087 0.567 0.1 -0.2 -0.3
C 3.742 -1.304 -0.045 -0.1 0.1 0.1
C 2.967 -0.407 2.791 -0.2 -0.1 0.1
C 1.871 -0.124 3.806 0.4 0.0 0.1
N 0.634 0.053 3.055 0.2 0.1 -0.8
C -0.610 0.025 3.681 -0.7 0.1 0.3
C -1.742 -0.128 2.869 0.2 0.0 0.0
F -1.549 -0.278 1.521 -0.1 0.0 0.0
C -3.024 -0.147 3.363 0.0 0.0 0.0
F -4.038 -0.318 2.524 0.0 0.0 0.0
C -3.245 0.024 4.716 0.0 0.0 0.0
C -2.153 0.203 5.543 -0.1 0.0 -0.1
F -2.331 0.412 6.836 0.0 0.0 0.1
C -0.858 0.184 5.051 0.2 0.0 -0.2
F 0.151 0.371 5.894 0.1 0.0 0.1
H 3.162 3.905 1.361 0.0 0.0 0.0
H 2.518 2.743 0.203 0.0 0.1 0.0
H 4.269 2.913 0.427 0.0 0.0 0.0
H 2.537 2.196 2.805 0.0 -0.1 0.0
H 4.225 1.804 2.537 0.0 -0.1 0.0
H 4.843 0.201 1.022 -0.1 0.1 0.1
H 3.780 0.811 -0.240 0.0 0.1 0.1
H 3.463 -2.080 0.664 0.0 0.0 0.0
H 4.718 -1.571 -0.447 0.0 0.0 0.0
H 3.036 -1.317 -0.872 0.0 0.0 0.0
H 3.955 -0.314 3.248 0.0 0.0 0.0
H 2.841 -1.430 2.446 0.1 0.0 -0.1
H 2.085 0.759 4.412 -0.1 0.0 0.0
H 1.795 -0.969 4.493 -0.1 0.0 0.0
H -4.251 0.036 5.114 0.0 0.0 0.0
Br -6.882 -0.507 -4.538 0.1 0.0 0.0
C -5.096 -1.013 -4.814 0.0 0.0 0.0
C -4.396 -1.633 -3.778 -0.1 0.1 0.1
C -3.087 -2.002 -3.974 0.2 0.0 -0.2
C -2.478 -1.783 -5.222 -0.9 0.1 0.6
C -3.202 -1.197 -6.267 0.3 -0.1 0.0
C -4.497 -0.782 -6.050 -0.2 0.1 0.1
N -1.182 -2.188 -5.504 0.4 0.1 -0.7
N -0.376 -2.482 -4.642 0.4 -0.2 -0.2
C -0.072 -2.257 -3.374 -0.1 0.2 0.4
C 0.220 -3.331 -2.496 -0.2 -0.1 -0.1
C 0.497 -3.113 -1.174 0.1 0.2 0.3
C 0.581 -1.797 -0.675 -0.2 0.1 -0.8
O 0.796 -1.469 0.563 0.0 0.3 0.3
C 0.442 -0.703 -1.574 0.0 -0.3 0.3
N 0.598 0.517 -0.999 -0.2 0.1 -0.3
C 0.453 1.585 -1.783 0.1 0.1 -0.1
C 0.164 1.491 -3.141 0.0 0.0 -0.1
C -0.006 0.251 -3.723 0.0 -0.1 0.1
C 0.117 -0.888 -2.923 0.1 0.1 0.0
H -4.887 -1.828 -2.835 0.0 0.0 0.0
H -2.545 -2.516 -3.189 -0.1 0.0 0.0
H -2.727 -1.056 -7.229 0.0 0.0 0.0
H -5.056 -0.291 -6.834 0.0 0.0 0.0
H 0.151 -4.340 -2.879 0.0 0.0 0.0
H 0.664 -3.946 -0.503 0.0 0.0 0.0
H 0.582 2.555 -1.321 0.0 0.0 0.0
H 0.069 2.394 -3.726 0.0 0.0 0.0
H -0.218 0.164 -4.781 0.0 0.0 0.0
S -0.140 5.312 3.046 0.0 0.0 -0.1
As -2.425 5.468 3.352 0.0 -0.6 0.0
S 0.340 3.353 3.188 0.0 -0.1 0.4
S -0.100 2.526 1.362 0.1 -0.8 -0.8
S -3.069 3.548 3.308 0.1 0.4 0.0
```
Positions in Å, forces in eV/Å.